{"formula": "C58H48CaF5N2OP2S2", "method": "ωB97M-V/def2-TZVPD", "spin_multiplicity": 1, "max_force_ha_per_bohr": 0.032, "charge": 1, "gap_ev": 6.954, "homo_ev": -9.4, "elements": ["Ca", "O", "S", "C", "C", "C", "C", "C", "C", "C", "C", "C", "C", "P", "C", "C", "C", "C", "C", "C", "C", "C", "C", "C", "C", "C", "C", "C", "C", "C", "C", "C", "C", "C", "C", "C", "C", "C", "P", "C", "C", "C", "C", "C", "C", "C", "C", "C", "C", "C", "C", "C", "C", "H", "H", "H", "H", "H", "H", "H", "H", "H", "H", "H", "H", "H", "H", "H", "H", "H", "H", "H", "H", "H", "H", "H", "H", "H", "H", "H", "H", "H", "H", "H", "H", "H", "H", "H", "H", "N", "C", "C", "C", "C", "N", "H", "H", "H", "H", "H", "H", "H", "H", "H", "H", "H", "H", "F", "C", "C", "F", "C", "F", "C", "S", "C", "F", "C", "F"], "positions_angstrom": [[0.171, -0.771, -1.409], [-0.430, -1.686, 0.421], [-0.249, -0.486, 1.357], [-1.636, -0.549, 2.473], [-1.424, -0.237, 3.796], [-2.427, -0.381, 4.776], [-3.626, -0.901, 4.389], [-4.860, -1.249, 5.193], [-5.895, -1.739, 4.143], [-5.180, -1.618, 2.815], [-5.613, -1.824, 1.539], [-4.735, -1.515, 0.481], [-3.440, -1.069, 0.647], [-2.628, -0.391, -0.879], [-2.772, -1.735, -2.111], [-2.600, -1.428, -3.466], [-2.551, -2.436, -4.421], [-2.645, -3.764, -4.031], [-2.768, -4.080, -2.686], [-2.827, -3.076, -1.730], [-3.886, 0.885, -1.307], [-4.671, 0.903, -2.453], [-5.564, 1.949, -2.683], [-5.673, 2.987, -1.774], [-4.886, 2.979, -0.623], [-4.000, 1.940, -0.397], [-2.935, -0.934, 1.984], [-3.863, -1.164, 3.020], [1.117, -0.950, 2.376], [0.939, -2.081, 3.143], [1.902, -2.528, 4.059], [3.036, -1.777, 4.211], [4.195, -1.925, 5.169], [5.181, -0.790, 4.781], [4.473, -0.029, 3.683], [4.835, 1.076, 2.972], [4.003, 1.481, 1.909], [2.820, 0.860, 1.561], [2.035, 1.424, -0.018], [1.589, 3.143, 0.508], [0.443, 3.286, 1.299], [0.057, 4.525, 1.783], [0.810, 5.656, 1.487], [1.951, 5.528, 0.714], [2.339, 4.281, 0.228], [3.492, 1.583, -1.132], [3.483, 2.464, -2.217], [4.522, 2.472, -3.141], [5.577, 1.580, -3.011], [5.584, 0.679, -1.954], [4.553, 0.678, -1.026], [2.346, -0.207, 2.394], [3.241, -0.649, 3.391], [-0.437, 0.078, 4.112], [-2.213, -0.125, 5.807], [-5.221, -0.385, 5.751], [-4.633, -2.024, 5.925], [-6.804, -1.138, 4.152], [-6.197, -2.769, 4.329], [-6.619, -2.164, 1.322], [-5.123, -1.591, -0.529], [-2.492, -0.397, -3.783], [-2.434, -2.182, -5.468], [-2.604, -4.552, -4.774], [-2.794, -5.116, -2.373], [-2.886, -3.340, -0.682], [-4.623, 0.092, -3.166], [-6.177, 1.942, -3.576], [-6.371, 3.796, -1.950], [-4.967, 3.786, 0.095], [-3.383, 1.952, 0.497], [0.008, -2.629, 3.052], [1.722, -3.425, 4.639], [4.654, -2.910, 5.094], [3.844, -1.818, 6.196], [6.124, -1.194, 4.411], [5.424, -0.146, 5.625], [5.758, 1.610, 3.169], [4.346, 2.307, 1.295], [-0.166, 2.422, 1.534], [-0.835, 4.610, 2.392], [0.510, 6.627, 1.862], [2.553, 6.400, 0.489], [3.250, 4.210, -0.347], [2.669, 3.163, -2.352], [4.502, 3.178, -3.965], [6.389, 1.589, -3.728], [6.398, -0.030, -1.849], [4.580, -0.033, -0.209], [-1.240, 3.053, -1.609], [-0.530, 2.988, -2.887], [-1.154, 1.954, -3.807], [-0.251, 1.605, -4.987], [1.007, 0.828, -4.623], [0.682, -0.369, -3.808], [-2.214, 3.299, -1.748], [-0.839, 3.764, -1.010], [0.501, 2.696, -2.672], [-0.485, 3.946, -3.416], [-2.113, 2.327, -4.178], [-1.387, 1.063, -3.214], [0.057, 2.528, -5.489], [-0.814, 1.030, -5.729], [1.714, 1.443, -4.069], [1.501, 0.534, -5.550], [1.456, -1.028, -3.843], [-0.066, -0.873, -4.285], [5.265, -4.799, 1.072], [4.240, -4.449, 0.296], [3.822, -3.141, 0.235], [4.446, -2.198, 0.957], [2.749, -2.819, -0.569], [2.378, -1.496, -0.573], [2.035, -3.715, -1.341], [0.664, -3.268, -2.338], [2.496, -5.030, -1.248], [1.889, -5.994, -1.936], [3.567, -5.395, -0.456], [3.960, -6.666, -0.400]]}

{"formula": "C17H23ClFN4O4", "method": "ωB97M-V/def2-TZVPD", "spin_multiplicity": 1, "max_force_ha_per_bohr": 0.013, "charge": 1, "gap_ev": 7.441, "homo_ev": -11.7, "elements": ["N", "C", "C", "C", "C", "C", "F", "C", "C", "N", "C", "N", "N", "C", "C", "C", "Cl", "H", "H", "H", "H", "H", "H", "H", "H", "H", "H", "H", "H", "H", "H", "H", "H", "H", "H", "H", "C", "C", "C", "O", "C", "C", "C", "O", "O", "O", "H", "H", "H", "H"], "positions_angstrom": [[4.569, -0.615, 0.601], [3.466, -0.800, 1.552], [2.137, -1.049, 0.816], [1.022, 0.019, 1.052], [0.699, 0.815, -0.181], [-0.399, 0.492, -0.993], [-1.134, -0.543, -0.571], [-0.704, 1.154, -2.148], [-1.853, 0.785, -3.063], [-1.474, 0.410, -4.408], [0.185, 2.202, -2.447], [1.198, 2.536, -1.696], [1.437, 1.853, -0.594], [2.608, 2.335, 0.187], [3.253, 3.591, -0.370], [4.166, 3.365, -1.582], [3.588, 4.135, -3.083], [5.469, -0.778, 1.036], [4.490, -1.292, -0.150], [3.654, -1.614, 2.258], [3.380, 0.117, 2.140], [2.341, -1.123, -0.257], [1.726, -2.015, 1.106], [0.103, -0.480, 1.359], [1.295, 0.694, 1.864], [-2.403, -0.043, -2.616], [-2.537, 1.635, -3.115], [-0.856, -0.391, -4.428], [-1.055, 1.160, -4.941], [0.061, 2.805, -3.338], [3.334, 1.518, 0.203], [2.244, 2.503, 1.202], [2.510, 4.356, -0.594], [3.857, 3.975, 0.456], [4.289, 2.305, -1.800], [5.152, 3.786, -1.402], [-3.624, -1.717, 1.130], [-4.950, -1.901, 1.041], [-5.683, -2.907, 1.912], [-6.884, -2.975, 1.744], [-4.921, -3.694, 2.858], [-3.596, -3.504, 2.942], [-2.871, -2.491, 2.083], [-1.664, -2.384, 2.252], [-2.806, -4.164, 3.771], [-5.737, -1.249, 0.210], [-3.091, -0.996, 0.531], [-5.447, -4.413, 3.471], [-1.902, -3.824, 3.630], [-6.644, -1.586, 0.373]]}

{"formula": "C32H33Br2ClFeN2O9", "method": "ωB97M-V/def2-TZVPD", "spin_multiplicity": 5, "max_force_ha_per_bohr": 0.011, "charge": -2, "e_above_lowest_kcal_mol": 11.7, "gap_ev": [6.271, 6.260], "homo_ev": [-2.5, -2.4], "elements": ["Fe", "C", "O", "C", "C", "C", "Br", "C", "C", "C", "O", "C", "N", "C", "C", "C", "C", "C", "C", "N", "H", "H", "H", "H", "H", "H", "H", "H", "H", "H", "H", "C", "C", "C", "C", "C", "C", "C", "Br", "C", "O", "C", "C", "C", "C", "C", "C", "H", "H", "H", "H", "H", "H", "H", "H", "H", "H", "H", "H", "H", "H", "H", "H", "H", "H", "H", "H", "O", "C", "O", "C", "O", "O", "Cl", "C", "C", "O", "O", "H", "H"], "positions_angstrom": [[-0.162, 0.488, -0.484], [-1.591, 3.012, 1.101], [-0.552, 2.893, 0.132], [-0.363, 3.923, -0.712], [-0.953, 5.166, -0.550], [-0.663, 6.161, -1.476], [-1.483, 7.871, -1.248], [0.177, 5.966, -2.539], [0.776, 4.709, -2.703], [0.518, 3.694, -1.789], [1.168, 2.509, -1.846], [1.679, 4.525, -3.846], [2.164, 5.516, -4.559], [2.927, 4.917, -5.538], [3.680, 5.483, -6.567], [4.342, 4.631, -7.431], [4.266, 3.237, -7.289], [3.534, 2.656, -6.270], [2.882, 3.518, -5.396], [2.078, 3.302, -4.308], [-1.336, 3.775, 1.841], [-1.647, 2.047, 1.590], [-2.534, 3.243, 0.603], [-1.625, 5.359, 0.272], [0.398, 6.748, -3.250], [0.674, 1.803, -2.394], [3.736, 6.558, -6.676], [4.934, 5.046, -8.238], [4.785, 2.603, -7.997], [3.464, 1.582, -6.158], [1.845, 2.416, -3.885], [-1.096, -6.548, 3.649], [-0.411, -6.165, 2.337], [1.073, -6.546, 2.444], [-1.056, -6.979, 1.205], [-0.546, -4.673, 2.031], [0.030, -4.145, 0.877], [-0.131, -2.814, 0.583], [0.668, -2.117, -1.004], [-0.877, -1.883, 1.355], [-1.041, -0.667, 0.986], [-1.420, -2.426, 2.559], [-1.243, -3.779, 2.837], [-2.206, -1.600, 3.595], [-3.619, -2.188, 3.741], [-2.364, -0.111, 3.261], [-1.475, -1.679, 4.946], [-0.971, -7.620, 3.831], [-2.166, -6.334, 3.614], [-0.663, -6.009, 4.494], [1.184, -7.609, 2.684], [1.560, -5.959, 3.225], [1.596, -6.354, 1.506], [-0.958, -8.054, 1.392], [-0.588, -6.753, 0.247], [-2.117, -6.734, 1.123], [0.608, -4.763, 0.200], [-1.682, -4.157, 3.752], [-4.139, -2.149, 2.782], [-4.195, -1.606, 4.468], [-3.599, -3.228, 4.076], [-2.913, 0.035, 2.332], [-1.401, 0.385, 3.155], [-2.919, 0.363, 4.080], [-1.377, -2.707, 5.302], [-2.021, -1.106, 5.703], [-0.474, -1.256, 4.849], [-3.590, 0.706, -2.755], [-2.449, 0.736, -2.324], [-2.060, 1.007, -1.139], [-1.227, 0.467, -3.295], [-1.388, 0.321, -4.491], [-0.070, 0.492, -2.688], [3.267, -0.622, 3.134], [2.923, 1.049, 2.580], [1.567, 1.122, 1.853], [0.628, 1.617, 2.477], [1.597, 0.674, 0.668], [3.730, 1.332, 1.910], [2.899, 1.679, 3.463]]}

{"formula": "C33H41ClIN6ORuSSe", "method": "ωB97M-V/def2-TZVPD", "spin_multiplicity": 2, "max_force_ha_per_bohr": 0.033, "charge": 2, "e_above_lowest_kcal_mol": 43.7, "gap_ev": [6.418, 6.296], "homo_ev": [-11.8, -11.9], "elements": ["Ru", "Cl", "C", "C", "C", "I", "C", "O", "C", "N", "C", "C", "C", "C", "H", "H", "H", "H", "S", "C", "C", "C", "C", "C", "N", "H", "H", "H", "H", "C", "C", "C", "C", "N", "C", "Se", "N", "C", "C", "C", "C", "C", "C", "C", "C", "C", "C", "H", "H", "H", "H", "H", "H", "H", "H", "H", "H", "H", "H", "H", "H", "H", "H", "H", "H", "H", "H", "H", "H", "N", "C", "C", "N", "C", "C", "H", "H", "H", "H", "H", "H", "H", "H", "H", "H", "H"], "positions_angstrom": [[0.514, -1.009, 1.558], [-2.414, -7.432, 1.121], [-1.745, -5.925, 1.645], [-1.668, -5.636, 2.978], [-1.132, -4.412, 3.428], [-1.050, -3.975, 5.454], [-0.661, -3.468, 2.542], [-0.164, -2.301, 2.911], [-0.701, -3.797, 1.176], [-0.137, -2.873, 0.354], [-0.121, -3.101, -0.946], [-0.671, -4.255, -1.518], [-1.233, -5.202, -0.701], [-1.250, -5.002, 0.693], [-2.022, -6.359, 3.699], [0.327, -2.339, -1.576], [-0.643, -4.388, -2.591], [-1.660, -6.109, -1.108], [2.120, -0.369, 3.148], [0.759, 0.442, 3.832], [0.690, 1.076, 5.067], [-0.486, 1.722, 5.387], [-1.555, 1.690, 4.488], [-1.412, 0.998, 3.308], [-0.260, 0.401, 2.982], [1.540, 1.057, 5.734], [-0.577, 2.250, 6.327], [-2.487, 2.187, 4.712], [-2.222, 0.918, 2.597], [1.999, 0.683, -3.491], [1.082, 1.897, -3.640], [1.549, 3.098, -2.819], [1.324, 2.949, -1.317], [-0.092, 2.953, -0.954], [-0.835, 1.918, -0.532], [-0.319, 0.103, -0.497], [-2.085, 2.345, -0.298], [-3.237, 1.539, 0.126], [-4.245, 1.333, -1.002], [-3.731, 0.453, -2.141], [-3.658, -1.027, -1.773], [-2.159, 3.707, -0.586], [-3.219, 4.607, -0.533], [-2.955, 5.899, -0.939], [-1.672, 6.292, -1.355], [-0.617, 5.404, -1.381], [-0.894, 4.094, -1.000], [1.693, -0.116, -4.168], [1.958, 0.285, -2.471], [3.032, 0.950, -3.729], [0.062, 1.625, -3.353], [1.047, 2.185, -4.690], [1.036, 3.998, -3.162], [2.618, 3.259, -2.984], [1.795, 3.770, -0.776], [1.745, 2.014, -0.954], [-3.702, 2.058, 0.966], [-2.860, 0.581, 0.481], [-4.537, 2.309, -1.395], [-5.140, 0.879, -0.569], [-2.746, 0.807, -2.467], [-4.400, 0.571, -2.994], [-2.939, -1.217, -0.974], [-3.352, -1.621, -2.635], [-4.633, -1.391, -1.444], [-4.202, 4.314, -0.194], [-3.754, 6.627, -0.939], [-1.509, 7.314, -1.667], [0.373, 5.716, -1.682], [5.562, -1.733, -0.187], [4.796, -0.554, -0.736], [3.569, -0.335, 0.140], [2.712, -1.519, 0.213], [3.467, -2.674, 0.701], [4.692, -2.962, -0.156], [5.861, -1.515, 0.767], [6.406, -1.903, -0.735], [4.522, -0.789, -1.764], [5.445, 0.320, -0.729], [2.993, 0.508, -0.233], [3.884, -0.082, 1.155], [2.316, -1.713, -0.704], [2.828, -3.556, 0.718], [3.766, -2.465, 1.733], [4.409, -3.179, -1.185], [5.270, -3.798, 0.235]]}